Formula: C2H7N3S
Source: the Open Molecules 2025 dataset
Level of theory: the ωB97M-V functional and the def2-TZVPD basis

E_HOMO (eV): -7.92
Gap between HOMO and LUMO (hartree): 0.32775

Each line ends with the natural charge from an NBO analysis.
Positions of all 13 atoms, in Å:
C -0.384398 -1.356393 -0.516585  -0.71
C 0.318807 -0.153057 -0.037002  0.42
H 0.264230 -2.266632 -0.536005  0.25
H -1.234519 -1.580152 0.034002  0.24
H -0.647963 -1.145382 -1.544109  0.24
H 1.980582 0.812857 0.564877  0.38
H 3.356387 -0.995850 -0.340036  0.35
H 2.772219 -1.440679 1.057852  0.34
H -2.109811 2.214321 0.499255  0.11
N 1.734564 -0.035573 0.121594  -0.49
N 2.531610 -1.278979 0.126371  -0.63
N -0.272945 0.940338 0.239306  -0.63
S -1.996261 1.004856 0.010925  0.12

Forces on the atoms, in the same order (eV/Å):
C 2.849 -1.261 -1.356
C 1.400 1.218 0.927
H -0.392 0.838 0.062
H -1.661 -0.139 1.104
H -0.362 -0.080 -0.372
H 0.721 0.567 0.721
H 1.066 -0.097 -0.697
H 0.505 -0.571 1.878
H -0.040 0.729 0.286
N -1.836 -3.323 -1.570
N -2.004 2.485 -0.826
N -1.072 0.435 0.071
S 0.825 -0.802 -0.227



Formula: C2H7N3S
Source: the Open Molecules 2025 dataset
Level of theory: the ωB97M-V functional and the def2-TZVPD basis

E_HOMO (eV): -8.65
Gap between HOMO and LUMO (hartree): 0.34301

Each line ends with the natural charge from an NBO analysis.
Positions of all 13 atoms, in Å:
C 2.360437 -1.025902 -0.151764  -0.42
C 0.510152 0.557417 0.064762  0.58
H 2.941257 -0.086300 -0.017565  0.25
H 2.428374 -1.427873 -1.195263  0.18
H 2.761074 -1.799001 0.501829  0.19
H 0.358811 -1.436381 0.218520  0.38
H 0.954053 2.488259 -0.141474  0.34
H -1.009614 1.655032 -0.253584  0.39
H -2.282062 -0.556280 1.291240  0.11
N 1.009149 -0.691871 0.252783  -0.61
N 1.306051 1.560607 0.074004  -0.81
N -0.840430 0.703729 -0.086225  -0.77
S -2.106176 -0.439613 -0.097852  0.19

Forces on the atoms, in the same order (eV/Å):
C 0.520 0.504 -0.115
C 1.387 0.447 0.143
H -0.181 -0.872 -0.363
H -0.119 0.595 0.644
H 0.020 0.058 0.127
H -0.708 -0.537 -0.104
H -0.428 -0.393 0.107
H -1.112 1.142 -0.110
H 0.045 0.107 -1.233
N 0.161 -0.309 -0.090
N 0.605 -0.009 -0.260
N -0.968 -1.132 -0.045
S 0.779 0.398 1.301



Formula: C2H7N3S
Source: the Open Molecules 2025 dataset
Level of theory: the ωB97M-V functional and the def2-TZVPD basis

E_HOMO (eV): -9.32
Gap between HOMO and LUMO (hartree): 0.37221

Each line ends with the natural charge from an NBO analysis.
Positions of all 13 atoms, in Å:
C 0.868461 -0.690274 0.994748  -0.28
C 0.830972 0.560702 0.048346  0.45
H 0.699141 -2.655015 1.053034  0.36
H 1.433678 -2.142188 -0.350685  0.36
H 1.834858 -0.549318 1.475990  0.20
H 0.030749 -0.549875 1.746590  0.20
H 1.828738 2.108731 -0.586477  0.33
H -0.228444 1.335440 -1.521354  0.39
H -2.172008 1.161107 0.565260  0.09
N 0.690355 -1.925483 0.316494  -0.83
N 1.896177 1.234785 -0.050751  -0.70
N -0.292061 0.659958 -0.763738  -0.78
S -1.855288 0.142732 -0.322185  0.21

Forces on the atoms, in the same order (eV/Å):
C -0.540 2.585 0.346
C -0.058 -2.020 -0.010
H -0.046 0.379 -1.002
H -0.181 0.242 0.390
H 0.014 -0.140 0.356
H 1.000 -0.280 -0.698
H -0.184 -0.537 -0.173
H -0.146 -0.151 0.338
H 0.103 -0.617 -0.617
N -0.175 -1.662 0.271
N 0.157 0.907 0.362
N -0.285 0.476 -0.073
S 0.340 0.817 0.511



Formula: C2H7N3S2
Source: the Open Molecules 2025 dataset
Level of theory: the ωB97M-V functional and the def2-TZVPD basis

E_HOMO (eV): -8.22
Gap between HOMO and LUMO (hartree): 0.32640

Each line ends with the natural charge from an NBO analysis.
Positions of all 14 atoms, in Å:
C -0.848756 -1.717474 -1.619377  -0.74
C -0.254043 0.278291 0.179927  0.20
H -1.440812 -2.078050 -2.460100  0.23
H 0.183362 -1.933912 -1.790737  0.23
H -1.204293 -2.259297 -0.730348  0.23
H -1.523428 1.841957 0.657384  0.40
H 0.857177 2.890430 -0.459188  0.10
H 2.102075 -0.935971 1.653522  0.36
H 1.442281 0.619089 1.847040  0.35
N -0.574416 1.506370 0.794539  -0.81
N 0.601521 -0.565725 0.558009  -0.32
N 1.258487 -0.385719 1.777882  -0.64
S -1.216398 0.009799 -1.295386  0.21
S 0.617242 2.730211 0.886831  0.18

Forces on the atoms, in the same order (eV/Å):
C -1.096 -0.521 0.783
C -0.365 0.056 -0.314
H -0.037 0.348 -0.080
H 0.651 0.152 -0.032
H 0.358 -0.038 -0.312
H 0.351 -0.114 -0.141
H -0.063 0.024 0.638
H 0.099 0.414 0.459
H 0.550 -0.458 0.558
N 0.095 0.259 0.360
N -0.337 -0.497 -0.168
N -0.210 0.505 -0.844
S 0.256 0.151 -0.148
S -0.251 -0.281 -0.760



Formula: C2H7N4
Source: the Open Molecules 2025 dataset
Level of theory: the ωB97M-V functional and the def2-TZVPD basis

Charge: +1
E_HOMO (eV): -13.29
Gap between HOMO and LUMO (hartree): 0.33664

Each line ends with the natural charge from an NBO analysis.
Positions of all 13 atoms, in Å:
C 0.301486 -0.798191 0.062701  0.22
C 0.306683 -0.821543 -2.259404  0.07
N -0.255997 -0.947453 -1.160124  -0.44
N -0.038718 0.294496 0.732457  0.09
N 0.601694 0.579353 1.924628  -0.63
N -1.035968 1.036061 0.279080  -0.60
H 0.910088 -1.565142 0.389020  0.23
H 1.355904 -0.408357 -2.184598  0.18
H -0.336493 -0.918396 -3.085047  0.22
H 0.202774 1.422702 2.331132  0.41
H 1.197579 -0.118888 2.353014  0.44
H -1.768366 0.595016 -0.293214  0.43
H -1.440665 1.650340 0.910354  0.40

Forces on the atoms, in the same order (eV/Å):
C -1.342 3.110 -0.995
C 2.197 1.608 0.912
N -2.071 -0.954 1.581
N 2.170 -4.858 0.195
N -1.393 1.578 -0.632
N -0.918 1.144 -1.949
H 1.497 -0.989 1.320
H -0.867 -0.729 -1.247
H -0.013 -0.276 -1.560
H 0.666 -0.731 0.538
H -0.446 0.269 -0.105
H 0.969 -0.477 0.281
H -0.449 1.304 1.661



Formula: C2H7N5
Source: the Open Molecules 2025 dataset
Level of theory: the ωB97M-V functional and the def2-TZVPD basis

E_HOMO (spin up / spin down) (eV): -8.01 / -7.98
Gap between HOMO and LUMO (spin up / spin down) (hartree): 0.29686 / 0.29652

Each line ends with the natural charge from an NBO analysis.
Positions of all 14 atoms, in Å:
C 1.939602 -0.138264 -0.878939  -0.62
C 1.137741 -0.311825 0.422203  -0.26
N -2.677298 -0.394986 0.469388  -0.16
N -0.819710 1.566140 -0.062922  -0.56
N -3.384330 -0.626384 -0.387339  -0.05
N -0.954956 0.379620 0.208575  0.21
N -0.246369 -0.593296 0.372182  -0.31
H 2.982197 -0.133422 -0.626511  0.21
H 1.754222 -1.063825 -1.494497  0.21
H 1.632709 0.812370 -1.294848  0.22
H 1.596855 -1.222356 0.807421  0.19
H 1.375018 0.420833 1.208799  0.19
H -2.736790 -0.926134 1.429497  0.36
H -1.598897 2.231530 -0.173009  0.37

Forces on the atoms, in the same order (eV/Å):
C -1.544 -0.498 0.175
C 2.928 -1.372 0.871
N 0.060 -1.099 1.283
N 1.720 1.911 -0.706
N -0.781 0.391 -0.945
N -3.809 0.178 0.347
N 0.305 -0.805 0.180
H 0.554 0.177 0.106
H 0.045 1.302 0.166
H 0.188 -0.073 -0.865
H -0.224 -0.222 0.430
H -0.235 0.412 -0.505
H 0.978 1.076 -0.970
H -0.186 -1.378 0.433



Energy above the lowest of the compared OMol25 structures with the same formula, charge and spin, record by record: 1.6078, 0.5076, 0.7350, 0.8975, 4.8666, 6.1020 eV
Maximum force, record by record: 4.1, 1.6, 2.7, 1.4, 5.3, 3.8 eV Å⁻¹
Electronic energy, record by record: -17491.304, -17492.404, -17492.177, -28326.754, -8137.380, -9631.937 eV